This record from OMol25 describes a single C5H7NO molecule in a non-equilibrium geometry. The level of theory is ωB97M-V/def2-TZVPD.

Its structure (SMILES) is O=C1CCC=CN1. As for the total charge: 0. The HOMO-LUMO gap is 9.2 eV. The relative energy (zero: lowest compared OMol25 entry of this formula, charge and spin) is 0.609 eV.

Last column: Mulliken charge in e.
Element x y z (Å)
C -0.010 0.249 1.003  0.29
C 0.648 1.123 0.018  -0.51
C 0.418 0.761 -1.457  -0.35
C -0.095 -0.568 -1.674  -0.55
C -0.513 -1.343 -0.638  -0.14
H 1.673 0.861 0.181  0.22
H 0.486 2.159 0.213  0.36
H 1.422 0.768 -1.851  0.23
H -0.226 1.497 -2.004  0.28
H -0.214 -0.979 -2.667  0.35
H -0.990 -2.316 -0.854  0.32
H -0.670 -1.635 1.418  0.23
N -0.438 -1.012 0.653  -0.07
O -0.138 0.674 2.186  -0.65

---

This record from OMol25 describes a molecular structure, C38H55ClOP4V in a non-equilibrium geometry. The level of theory is ωB97M-V/def2-TZVPD.

The spin multiplicity is 2. As for the total charge: +2. The HOMO-LUMO gap (alpha / beta) is 4.7 / 3.6 eV. The relative energy (zero: lowest compared OMol25 entry of this formula, charge and spin) is 4.359 eV. The expectation value of S² is 0.786.

Last column: Mulliken spin population.
Element x y z (Å)
P 1.305 0.928 -3.450  0.10
C 2.976 1.390 -3.339  0.01
C 3.799 0.785 -4.306  0.01
H 3.385 -0.039 -4.891  0.00
C 5.072 1.300 -4.485  0.00
H 5.696 0.866 -5.262  0.00
C 5.510 2.350 -3.658  0.01
H 6.509 2.729 -3.820  0.00
C 4.713 2.895 -2.643  0.00
H 5.088 3.698 -2.000  0.00
C 3.435 2.397 -2.448  0.02
H 2.787 2.779 -1.662  0.00
C 0.922 -0.742 -3.812  0.01
C 1.579 -1.869 -3.272  0.00
H 2.315 -1.748 -2.482  0.00
C 1.332 -3.119 -3.823  0.00
H 1.846 -3.989 -3.415  0.00
C 0.454 -3.269 -4.904  0.01
H 0.265 -4.240 -5.362  0.00
C -0.213 -2.155 -5.426  0.00
H -0.867 -2.235 -6.295  0.00
C -0.028 -0.920 -4.837  0.00
H -0.523 -0.030 -5.208  0.00
C 0.211 2.255 -3.818  0.01
C 0.632 2.928 -4.980  0.01
H 1.545 2.561 -5.444  0.00
C -0.119 3.973 -5.489  0.00
H 0.221 4.441 -6.411  0.00
C -1.285 4.385 -4.833  0.00
H -1.869 5.192 -5.280  0.00
C -1.697 3.742 -3.658  0.00
H -2.613 4.061 -3.149  0.00
C -0.957 2.682 -3.142  0.01
H -1.297 2.214 -2.219  0.00
V 0.259 0.222 1.685  0.84
C -1.399 -1.132 1.284  0.07
C -1.771 -1.418 0.011  -0.10
H -1.848 -1.633 2.152  0.01
C -1.001 -0.732 -1.098  0.02
O -1.963 -0.227 -2.088  0.00
H -1.514 0.440 -2.668  0.00
C -0.253 0.280 -0.401  0.15
H -0.318 -1.476 -1.592  0.00
C 0.553 1.157 0.147  -0.11
Cl 2.156 1.390 2.462  -0.01
P -1.424 1.989 2.120  -0.04
P 1.542 -1.867 1.771  -0.02
C -0.885 3.004 3.515  0.00
H 0.122 3.375 3.300  0.00
H -0.853 2.345 4.390  0.00
H -1.616 3.813 3.631  0.00
C -1.475 3.172 0.731  0.00
H -2.123 2.781 -0.068  0.00
H -0.467 3.347 0.325  0.00
H -1.895 4.101 1.131  0.00
C -3.200 1.686 2.403  0.00
H -3.368 0.979 3.231  0.00
H -3.649 1.282 1.489  0.00
H -3.681 2.651 2.625  0.00
C 2.435 -2.102 3.354  0.00
H 1.695 -2.377 4.130  0.00
H 2.885 -1.134 3.607  0.00
H 3.200 -2.887 3.211  0.00
C 0.922 -3.559 1.448  0.00
H 0.564 -3.666 0.416  0.00
H 0.104 -3.820 2.137  0.00
H 1.753 -4.266 1.598  0.00
C 2.865 -1.761 0.529  0.00
H 3.232 -0.731 0.447  0.00
H 2.483 -2.100 -0.442  0.00
H 3.666 -2.430 0.864  0.00
P -3.140 -2.451 -0.595  0.00
C -3.770 -3.437 0.756  0.00
C -2.381 -3.404 -1.917  0.00
H -4.123 -2.767 1.553  0.00
H -2.948 -4.048 1.146  0.00
H -4.596 -4.068 0.375  0.00
H -1.969 -2.744 -2.694  0.00
H -3.119 -4.100 -2.349  0.00
H -1.539 -3.958 -1.494  0.00
C -4.436 -1.427 -1.301  0.00
H -4.759 -0.699 -0.554  0.00
H -5.292 -2.031 -1.632  0.00
H -3.994 -0.859 -2.126  0.00
H 1.291 1.719 -0.434  -0.01
C -1.301 0.670 6.918  0.00
C -0.082 -0.040 6.311  -0.01
C 1.177 0.682 6.815  0.00
C -0.072 -1.466 6.876  0.00
C -0.124 -0.054 4.871  0.01
C -0.140 -0.073 3.643  -0.03
H -1.220 0.594 8.011  0.00
H -2.226 0.171 6.610  0.00
H -1.321 1.736 6.662  0.00
H 1.176 0.673 7.914  0.00
H 2.080 0.162 6.471  0.00
H 1.175 1.729 6.489  0.00
H -0.974 -2.008 6.571  0.00
H 0.830 -2.009 6.571  0.00
H -0.069 -1.385 7.969  0.00

---

This record from OMol25 describes a molecular structure, C7H13Cl6NO5S in a non-equilibrium geometry. The level of theory is ωB97M-V/def2-TZVPD.

As for the total charge: 0. The HOMO-LUMO gap is 9.8 eV.

Last column: Mulliken charge in e.
Element x y z (Å)
C 1.358 -3.073 -4.359  -0.99
C 0.237 -3.614 -5.241  0.67
O 0.354 -3.865 -6.420  -0.63
N -0.957 -3.692 -4.625  -0.19
C -1.256 -3.659 -3.170  -0.67
H 1.015 -2.340 -3.672  0.26
H 2.091 -2.669 -5.016  0.33
H 1.857 -3.860 -3.765  0.26
H -1.623 -4.233 -5.119  0.23
H -0.686 -2.933 -2.554  0.07
H -0.983 -4.538 -2.682  0.34
H -2.285 -3.429 -3.000  0.33
C 4.085 1.264 1.226  0.37
Cl 5.219 0.098 0.661  -0.11
Cl 3.994 2.609 0.043  -0.14
Cl 4.713 1.949 2.711  -0.14
H 3.078 0.898 1.448  0.01
C 0.077 0.587 -0.412  0.24
Cl 0.445 -0.466 0.917  -0.15
Cl -1.287 -0.136 -1.343  -0.15
Cl 1.478 0.759 -1.418  -0.10
H -0.206 1.541 -0.056  0.14
C -2.271 2.274 4.931  -0.38
C -1.957 3.805 5.001  -0.36
O -1.440 4.136 3.690  -0.27
S -1.417 2.941 2.744  1.18
O -0.154 2.920 2.067  -0.48
O -2.696 2.741 2.058  -0.58
O -1.368 1.777 3.986  -0.32
H -3.313 2.178 4.548  0.29
H -2.166 1.758 5.905  0.33
H -1.101 3.927 5.647  0.30
H -2.834 4.341 5.270  0.30

---

This record from OMol25 describes 2 unconnected molecules or ions with the total composition C3H2F4 in a non-equilibrium geometry. The level of theory is ωB97M-V/def2-TZVPD.

As for the total charge: 0. The HOMO-LUMO gap is 10.5 eV. The relative energy (zero: lowest compared OMol25 entry of this formula, charge and spin) is 3.897 eV.

Last column: Mulliken charge in e.
Element x y z (Å)
C 1.434 -0.541 0.421  0.01
C 0.721 0.081 -0.483  0.02
C -1.454 0.329 -0.081  0.27
F 2.805 -0.700 0.551  -0.24
F 0.923 0.647 -1.666  -0.22
F -1.590 -0.318 1.012  -0.18
F -2.026 -0.203 -1.110  -0.18
H 0.924 -0.779 1.311  0.28
H -1.739 1.485 0.045  0.24

---

This record from OMol25 describes 5 unconnected molecules or ions with the total composition C20H48N2O6 in a non-equilibrium geometry. The level of theory is ωB97M-V/def2-TZVPD.

Its structure (SMILES) is CC1(C)CCCC(C)(C)N1O.CC1(C)CCCC(C)(C)N1O.OCCO.O.O. As for the total charge: 0. The HOMO-LUMO gap is 8.6 eV.

Last column: Mulliken charge in e.
Element x y z (Å)
O -5.500 -2.571 -0.704  -0.63
H -5.194 -2.279 0.159  0.31
H -4.694 -2.612 -1.228  0.33
O -2.329 -2.259 -0.300  -0.71
H -2.511 -1.361 -0.603  0.34
H -1.423 -2.205 0.014  0.19
C 0.834 1.322 2.032  -1.66
C -0.079 1.677 3.199  2.06
C -1.488 1.134 3.040  -1.21
C -1.558 -0.367 3.097  0.32
C -1.042 -0.894 4.434  -1.44
C 0.338 -0.313 4.787  1.68
N 0.339 1.145 4.518  0.01
O 1.646 1.655 4.798  -0.49
C 0.595 -0.513 6.270  -1.81
C 1.423 -1.069 4.000  -1.72
C -0.180 3.187 3.343  -2.08
H 0.760 0.318 1.614  0.08
H 1.879 1.439 2.330  0.55
H 0.701 2.007 1.187  0.39
H -2.153 1.587 3.785  0.52
H -1.964 1.475 2.109  -0.06
H -0.933 -0.790 2.299  -0.35
H -2.540 -0.789 2.874  0.53
H -0.957 -1.979 4.364  0.45
H -1.745 -0.592 5.215  0.35
H 1.449 0.064 6.615  0.42
H -0.282 -0.233 6.861  0.39
H 0.758 -1.570 6.488  0.36
H 1.155 -1.191 2.952  0.30
H 2.365 -0.523 4.042  0.32
H 1.561 -2.075 4.398  0.48
H 0.783 3.684 3.440  0.41
H -0.848 3.416 4.172  0.49
H -0.629 3.598 2.431  0.34
H 1.520 2.173 5.598  0.37
C 0.468 -2.334 -4.974  -1.57
C 0.144 -1.427 -3.760  1.60
C 0.480 -2.195 -2.478  -0.51
C 1.958 -2.165 -2.131  -0.85
C 2.364 -0.711 -1.897  -0.71
C 2.198 0.113 -3.165  1.72
N 0.915 -0.199 -3.775  0.87
O 0.652 0.604 -4.892  -0.53
C 2.157 1.585 -2.759  -1.63
C 3.384 -0.135 -4.117  -1.75
C -1.337 -1.101 -3.714  -1.62
H 1.125 -3.163 -4.701  0.35
H -0.416 -2.700 -5.490  0.45
H 1.075 -1.787 -5.705  0.18
H -0.105 -1.944 -1.595  -0.63
H 0.221 -3.247 -2.651  0.62
H 2.149 -2.756 -1.232  0.46
H 2.570 -2.604 -2.928  0.33
H 3.376 -0.663 -1.495  0.61
H 1.720 -0.328 -1.095  -0.37
H 2.976 1.869 -2.090  0.39
H 1.230 1.787 -2.215  0.02
H 2.175 2.270 -3.607  0.44
H 4.226 -0.655 -3.652  0.33
H 3.798 0.757 -4.589  0.40
H 3.114 -0.803 -4.946  0.31
H -1.641 -0.434 -4.526  0.41
H -1.942 -2.007 -3.756  0.50
H -1.591 -0.566 -2.796  -0.09
H 1.149 0.234 -5.640  0.31
C -1.882 2.608 -1.663  -0.56
C -2.507 1.506 -0.854  -0.54
O -1.575 0.534 -0.463  0.28
O -0.711 3.025 -0.982  -0.50
H -2.598 3.426 -1.813  0.43
H -1.695 2.237 -2.681  0.26
H -3.339 1.024 -1.381  0.45
H -3.099 1.927 -0.020  0.43
H -0.908 0.973 0.081  -0.42
H -0.334 3.750 -1.486  0.28

---

This record from OMol25 describes a molecular structure, H3OP in a non-equilibrium geometry. The level of theory is ωB97M-V/def2-TZVPD.

The spin multiplicity is 3. As for the total charge: 0. The HOMO-LUMO gap (alpha / beta) is 8.0 / 7.0 eV. The relative energy (zero: lowest compared OMol25 entry of this formula, charge and spin) is 1.241 eV. The expectation value of S² is 2.008.

Last column: Mulliken spin population.
Element x y z (Å)
O -1.207 0.137 0.015  1.07
P 1.014 0.344 -0.058  0.95
H -1.580 0.601 -0.850  -0.05
H 0.839 0.024 1.383  -0.01
H 0.933 -1.105 -0.490  0.04

---

This record from OMol25 describes a molecular structure, H3O3P3 in a non-equilibrium geometry. The level of theory is ωB97M-V/def2-TZVPD.

As for the total charge: -2. The HOMO-LUMO gap is 7.1 eV. The relative energy (zero: lowest compared OMol25 entry of this formula, charge and spin) is 0.458 eV.

Last column: Mulliken charge in e.
Element x y z (Å)
O -1.969 -0.894 -1.285  -0.75
O -0.609 1.116 -0.663  -0.55
O -2.435 0.221 0.901  -0.69
P 1.051 1.067 0.508  -0.35
P 0.381 -1.027 0.867  -0.27
P -1.487 -0.069 -0.147  0.61
H 1.741 1.027 -0.750  -0.03
H 2.553 0.485 0.941  0.05
H 0.775 -1.926 -0.373  -0.01

---

This record from OMol25 describes 3 unconnected molecules or ions with the total composition C3H11NO4 in a non-equilibrium geometry. The level of theory is ωB97M-V/def2-TZVPD.

Its structure (SMILES) is C[C@@H](N)C(=O)O.O.O. As for the total charge: 0. The HOMO-LUMO gap is 9.7 eV. The relative energy (zero: lowest compared OMol25 entry of this formula, charge and spin) is 1.925 eV.

Last column: Mulliken charge in e.
Element x y z (Å)
O 1.167 -0.582 -1.357  -0.46
C 0.826 -0.264 -0.270  0.38
O 1.774 0.065 0.702  -0.49
C -0.575 -0.195 0.268  0.58
C -0.932 1.209 0.784  -1.39
N -1.524 -0.678 -0.754  -0.60
H 1.899 0.998 0.894  0.32
H -0.835 -0.855 1.087  0.21
H -1.945 1.162 1.180  0.40
H -0.269 1.544 1.581  0.36
H -0.976 1.977 0.012  0.24
H -2.447 -0.853 -0.356  0.25
H -1.574 -0.097 -1.576  0.22
H 0.939 -1.995 2.111  0.32
H 2.324 -1.985 2.824  0.32
O 1.431 -2.346 2.855  -0.65
H -2.539 2.891 -2.184  0.31
H -1.089 2.799 -2.448  0.31
O -1.870 2.230 -2.413  -0.63

---

This record from OMol25 describes a single C6H5NO molecule in a non-equilibrium geometry. The level of theory is ωB97M-V/def2-TZVPD.

Its structure (SMILES) is O=C1Cn2cccc21. As for the total charge: 0. The HOMO-LUMO gap is 9.6 eV. The relative energy (zero: lowest compared OMol25 entry of this formula, charge and spin) is 1.531 eV.

Last column: Mulliken charge in e.
Element x y z (Å)
C -1.209 0.084 1.323  0.58
C 0.114 -0.934 1.508  -0.41
C 1.152 -0.294 -0.975  -0.24
C 0.538 0.633 -1.739  -0.36
C -0.591 1.195 -1.036  -0.66
C -0.559 0.620 0.214  -0.04
H 0.896 -0.710 2.265  0.24
H -0.099 -2.100 1.544  0.24
H 2.139 -0.957 -0.875  0.29
H 0.754 0.898 -2.782  0.36
H -1.289 1.818 -1.535  0.42
N 0.480 -0.297 0.181  0.18
O -2.327 0.045 1.907  -0.61

---

This record from OMol25 describes 2 unconnected molecules or ions with the total composition CH3BrOS in a non-equilibrium geometry. The level of theory is ωB97M-V/def2-TZVPD.

As for the total charge: 0. The HOMO-LUMO gap (alpha / beta) is 7.5 / 5.7 eV. The relative energy (zero: lowest compared OMol25 entry of this formula, charge and spin) is 2.507 eV.

Last column: Mulliken charge in e.
Element x y z (Å)
C -0.642 -0.282 0.190  -0.45
O -0.153 1.040 0.475  -0.20
S 0.508 2.007 -0.580  -0.02
Br 2.769 -0.973 -0.505  -0.05
H -1.595 -0.122 -0.289  0.25
H -0.800 -0.712 1.169  0.22
H -0.087 -0.958 -0.459  0.24

---

This record from OMol25 describes 2 unconnected molecules or ions with the total composition C3H11N3 in a non-equilibrium geometry. The level of theory is ωB97M-V/def2-TZVPD.

Its structure (SMILES) is C=CN.NCN. As for the total charge: 0. The HOMO-LUMO gap is 9.4 eV. The relative energy (zero: lowest compared OMol25 entry of this formula, charge and spin) is 2.918 eV.

Last column: Mulliken charge in e.
Element x y z (Å)
C 1.496 -1.465 -2.612  -0.92
C 2.366 -0.530 -2.044  0.10
N 2.689 -0.236 -0.649  -0.47
H 1.298 -2.324 -1.966  0.16
H 1.109 -1.712 -3.484  0.40
H 2.846 0.233 -2.633  0.28
H 2.473 -1.052 0.045  0.24
H 3.600 0.099 -0.402  0.23
N -2.396 -0.354 0.883  -0.66
C -2.548 1.054 1.484  -0.27
N -1.185 1.516 1.891  -0.62
H -1.675 -0.266 0.048  0.28
H -1.811 -0.808 1.555  0.22
H -2.942 1.688 0.662  0.29
H -3.210 1.036 2.302  0.32
H -1.461 2.332 2.462  0.22
H -0.647 0.788 2.459  0.22

---

This record from OMol25 describes a molecular structure, C33H25AsClINTa in a non-equilibrium geometry. The level of theory is ωB97M-V/def2-TZVPD.

As for the total charge: +4. The HOMO-LUMO gap is 4.4 eV.

Last column: Mulliken charge in e.
Element x y z (Å)
Ta -1.191 0.116 -0.428  0.61
I -1.698 -0.064 2.315  0.27
C -2.534 -1.981 2.107  1.07
C -3.013 -2.705 3.173  -0.54
C -3.569 -3.972 2.913  -0.71
C -3.651 -4.448 1.619  -0.89
C -3.160 -3.680 0.532  0.49
C -3.242 -4.116 -0.812  -0.51
C -2.751 -3.346 -1.866  -1.49
C -2.152 -2.119 -1.590  -0.96
C -2.050 -1.643 -0.269  2.09
C -2.575 -2.425 0.791  -0.37
H -2.975 -2.323 4.186  0.52
H -3.941 -4.569 3.735  0.46
H -4.097 -5.417 1.426  0.50
H -3.706 -5.073 -1.029  0.52
H -2.840 -3.694 -2.886  0.46
H -1.770 -1.540 -2.448  0.30
C 4.964 -1.010 -3.181  -0.55
C 5.250 -0.378 -1.974  -0.75
C 4.231 -0.083 -1.082  -0.40
C 2.927 -0.418 -1.438  0.63
C 2.622 -1.044 -2.643  -0.39
C 3.657 -1.337 -3.518  -0.75
As 1.580 0.150 -0.218  1.02
C 2.072 -0.445 1.512  0.63
C 2.787 -1.632 1.586  -0.72
C 3.235 -2.086 2.825  -0.76
C 2.930 -1.373 3.969  -0.57
C 2.193 -0.201 3.899  -1.19
C 1.734 0.251 2.670  -0.38
C 1.398 2.053 -0.311  1.42
C 0.807 2.499 -1.505  -0.73
C 0.792 3.850 -1.811  -0.92
C 1.346 4.758 -0.912  -0.61
C 1.925 4.317 0.279  -0.77
C 1.955 2.965 0.591  -0.56
H 5.771 -1.262 -3.856  0.45
H 6.271 -0.123 -1.722  0.45
H 4.463 0.400 -0.140  0.45
H 1.604 -1.310 -2.903  0.31
H 3.446 -1.825 -4.459  0.44
H 3.019 -2.190 0.686  0.52
H 3.811 -2.999 2.894  0.47
H 3.252 -1.742 4.933  0.47
H 1.985 0.354 4.804  0.49
H 1.153 1.167 2.615  0.81
H 0.413 1.783 -2.237  0.51
H 0.370 4.195 -2.747  0.56
H 1.340 5.816 -1.144  0.50
H 2.373 5.032 0.957  0.50
H 2.445 2.637 1.497  0.60
Cl -6.214 2.019 -1.724  -0.09
C -4.660 2.457 -1.213  -0.16
C -4.262 3.798 -1.138  -0.15
C -2.980 4.108 -0.702  -0.89
C -2.102 3.104 -0.369  -0.15
N -2.471 1.790 -0.452  0.14
C -3.753 1.482 -0.857  -0.20
H -4.960 4.580 -1.416  0.51
H -2.663 5.140 -0.620  0.49
H -1.101 3.313 -0.025  0.78
H -4.043 0.438 -0.871  0.71